This record from OMol25 describes the molecule C5H6O2S. The level of theory is wB97M-V/def2-TZVPD.

For the lowest unoccupied orbital energy, the calculation gives -0.03 eV. The energy above the lowest of the compared OMol25 structures with the same formula, charge and spin comes out at 469.2 kJ/mol. The SMILES is S=CO/C=C\[C@H]1CO1. Its calculated total energy is -20207.344 eV. Its multiplicity is 1. The HOMO-LUMO gap is 8.8 eV. As for the strongest force on any atom: 6.5 eV/A.

Structure (XYZ):
```
14
Properties=species:S:1:pos:R:3:forces:R:3
S 3.8472 -1.0146 -0.2263 -1.3328 1.9947 0.9811
C 2.7489 0.2400 0.0939 3.2451 -0.7389 -1.4769
O 1.4945 -0.0004 -0.0964 -2.5845 0.1520 -0.6846
C 0.4836 1.0345 -0.3752 6.2158 1.1107 1.7218
C -0.7301 0.7040 -0.4039 -3.5689 -1.4927 -1.6198
C -1.0001 -0.7520 -0.3050 -4.7866 3.2976 -0.5220
C -2.0278 -0.7493 0.6833 -3.0212 -2.1034 -0.9475
O -2.4307 -1.1777 -0.7793 3.2883 1.3013 2.7649
H 3.1336 1.3059 0.2535 -0.9153 -1.3201 0.0632
H 1.0533 1.9310 -0.2561 -0.6568 1.0522 -0.2547
H -1.6630 1.3095 -0.3329 1.5029 0.0213 -0.7080
H -0.2672 -1.4296 -0.4432 2.0484 -2.2310 -0.1546
H -2.0049 -1.6119 1.3648 -0.7245 0.7421 0.0455
H -2.6373 0.2103 0.8227 1.2900 -1.7858 0.7917
```
Positions in Å, forces in eV/Å.

These are the Löwdin partial charges, in e, on atoms 1 to 6: 0.5935, -0.7009, -0.1603, -0.0444, -0.0511, -0.2229


This record from OMol25 describes the molecule C5H6O3. The level of theory is wB97M-V/def2-TZVPD.

For the lowest unoccupied orbital energy, the calculation gives 0.16 eV. The energy above the lowest of the compared OMol25 structures with the same formula, charge and spin comes out at 435.8 kJ/mol. The SMILES is O=C1C[C@@H]2OC[C@H]1O2. Its calculated total energy is -11419.895 eV. Its multiplicity is 1. The HOMO-LUMO gap is 9.9 eV. As for the strongest force on any atom: 8.2 eV/A.

Structure (XYZ):
```
14
Properties=species:S:1:pos:R:3:forces:R:3
O 1.3648 -1.3141 1.4051 -5.6814 1.3267 -1.8588
C 0.2606 -0.9271 0.8822 4.8038 -2.3499 -0.3043
C -0.3457 -1.4358 -0.6586 0.1767 1.5998 0.1021
C -0.7949 -0.0157 -0.9332 -0.9300 1.8149 -0.8231
O 0.4195 0.7421 -1.0323 1.8859 0.8385 -2.5915
C 0.8360 1.2147 0.1879 0.7589 -2.5113 4.7795
C -0.3287 0.4924 1.0420 2.7481 -2.8033 -6.7284
O -1.3876 0.7063 0.1640 -0.8866 -2.5940 -0.6329
H -1.2340 -2.1591 -0.6309 1.5874 0.8318 -0.0894
H 0.3632 -1.4168 -1.6951 -1.2324 -1.3432 3.4694
H -1.3640 0.0677 -1.8991 0.3370 0.3831 1.1614
H 1.8294 0.8710 0.8137 -1.7515 0.1279 -2.7191
H 0.8291 2.2280 0.5040 -0.6495 1.5724 -1.2263
H -0.4476 0.9463 1.8502 -1.1666 3.1065 7.4614
```
Positions in Å, forces in eV/Å.

These are the Löwdin partial charges, in e, on atoms 1 to 6: 0.0220, -0.1517, 0.0254, -0.3662, -0.0727, -0.1321


This record from OMol25 describes a structure of composition C5H6OS. The level of theory is wB97M-V/def2-TZVPD.

For the lowest unoccupied orbital energy, the calculation gives 0.69 eV. The energy above the lowest of the compared OMol25 structures with the same formula, charge and spin comes out at 224.5 kJ/mol. Its calculated total energy is -18162.311 eV. Its multiplicity is 1. The HOMO-LUMO gap is 9.1 eV. As for the strongest force on any atom: 3.0 eV/A.

Structure (XYZ):
```
13
Properties=species:S:1:pos:R:3:forces:R:3
C 0.4244 -0.8786 0.0458 -1.1610 -1.9622 -1.6286
C -0.4511 -0.1806 -1.1111 -0.1647 -0.3399 2.9263
C -0.5257 -0.1348 1.0744 0.2264 -0.6613 -0.1122
C -0.2126 1.3201 0.6205 -1.5957 -1.3422 -0.7288
C -0.3135 1.2584 -0.7249 1.3957 1.4441 1.2856
H 2.3145 -1.3490 0.3189 -0.3183 0.0529 0.0301
H 0.2490 -2.0011 -0.0203 -0.0984 1.3006 0.4347
H -0.3789 -0.4735 -2.1144 0.0221 -0.4637 -1.2635
H -0.6807 -0.4787 2.1440 0.5967 0.7446 -1.3162
H -0.1452 2.1452 1.2941 0.1898 0.4178 0.0514
H -0.1203 2.1261 -1.3550 -0.2650 -0.4683 -0.1657
O 1.7885 -0.6633 -0.1080 0.4574 0.7822 0.4276
S -1.9484 -0.6904 -0.0640 0.7149 0.4954 0.0593
```
Positions in Å, forces in eV/Å.

These are the Löwdin partial charges, in e, on atoms 1 to 6: -0.4498, -0.3962, -0.3881, -0.0970, -0.1433, 0.1004